(1)
C29H26N6O4SV | ωB97M-V with the def2-TZVPD basis set

Atoms and positions in Å:
S -0.32 3.88 2.88
H 2.06 -1.01 -6.16
C -0.72 -2.18 2.32
H 2.34 3.43 -3.89
H 3.83 -0.62 -4.44
C 2.57 1.92 5.12
C -2.10 -2.29 -3.91
C 1.83 -1.08 -5.10
O 1.05 -3.75 2.30
H 0.00 2.72 5.12
C 1.18 -1.24 -2.40
C -2.60 -2.50 3.78
N 0.92 -1.27 -1.03
H -0.21 -1.50 -5.46
N -1.35 -1.20 1.66
H 1.72 -1.35 -0.40
C -1.26 -1.70 -2.95
C 0.54 -1.37 -4.69
C 0.11 2.25 3.23
C 1.93 2.89 -1.86
C 2.49 -0.95 -2.81
O 1.46 -1.69 1.49
N 0.03 1.49 -1.50
H -4.21 -1.09 3.39
O -4.38 0.66 1.73
H -1.07 0.95 -3.13
C -1.75 -1.30 -1.68
N 0.15 1.88 4.59
H 3.42 1.30 5.45
H 1.05 0.65 6.00
H -3.58 -1.28 -0.54
H 3.24 -0.79 -2.04
O -2.56 0.85 0.42
C 1.25 2.15 0.46
C -3.44 -2.52 -3.66
C -3.13 -1.56 -1.48
N 0.40 1.28 2.42
C 2.35 2.88 1.17
C 0.74 -2.58 1.99
H 1.93 3.50 1.96
N 0.39 1.41 1.08
H 2.92 3.52 0.50
H 0.35 2.18 -4.76
H -0.77 -3.66 3.83
C -1.33 -2.86 3.37
C 1.68 2.90 -3.22
C 0.58 2.21 -3.71
H 3.03 2.15 1.62
H 2.78 3.42 -1.46
H -5.01 -2.32 -2.19
C -2.57 -0.84 2.07
H 0.24 -1.97 -0.76
C 1.08 2.18 -1.00
C -3.23 -1.46 3.12
H -3.08 -3.01 4.61
C 1.29 1.10 5.03
C 2.82 -0.86 -4.15
C -0.21 1.52 -2.81
H 2.46 2.74 5.83
H 2.81 2.35 4.15
H -1.72 -2.61 -4.87
C 0.16 -1.45 -3.35
H -4.07 -2.98 -4.41
C -3.25 0.33 1.36
V -0.77 0.01 -0.11
C -3.96 -2.15 -2.42
H 1.41 0.28 4.32

Properties
Spin multiplicity ... 4
Energy relative to the best compared isomer or geometry (same formula, charge and spin) ... 0.594 eV
HOMO-LUMO gap (spin up / spin down) ... 5.6 / 6.4 eV
Net charge ... -2

=====

(2)
CH5ClOSi | ωB97M-V with the def2-TZVPD basis set

Atoms and positions in Å:
H 1.84 -0.19 1.35
Si 0.13 0.38 -0.27
H -3.82 0.53 -0.50
H 2.61 0.40 -0.16
O -0.68 1.56 0.25
C 1.88 -0.24 0.35
H 1.97 -1.23 0.17
Cl -3.39 -0.51 0.14
H -0.52 -0.70 -1.32

Properties
Energy relative to the best compared isomer or geometry (same formula, charge and spin) ... 3.096 eV
HOMO-LUMO gap ... 10.2 eV

=====

Q: energy relative to the best compared isomer or geometry (same formula, charge and spin) of number 2 (CH5ClOSi)?
A: 3.096 eV